(1)
Entry from the Open Molecules 2025 dataset: a cluster of 6 separate species, C32H66NO11P2S in total at a distorted geometry (wB97M-V/def2-TZVPD).

Atoms and positions in Å:
C (1.055, -1.311, 2.184)
C (0.238, -0.204, 2.815)
N (0.841, 0.621, 3.576)
C (-1.231, -0.120, 2.488)
C (-1.540, 0.921, 1.376)
O (-2.868, 1.316, 1.402)
P (-3.894, 0.379, 0.362)
P (-4.563, 2.208, -0.975)
O (-4.024, 3.628, -0.413)
O (-3.809, 2.274, -2.439)
S (-6.512, 2.218, -1.346)
O (-2.491, 0.145, -0.631)
C (-1.230, 0.399, -0.058)
C (-0.471, 1.436, -0.913)
C (-1.126, 2.821, -0.995)
C (-0.736, 3.869, 0.074)
C (0.098, 5.061, -0.438)
C (1.605, 4.913, -0.168)
O (2.451, 5.606, -1.109)
C (2.873, 5.070, -2.259)
C (2.330, 3.736, -2.688)
O (3.670, 5.664, -2.891)
H (1.381, -0.993, 1.182)
H (1.941, -1.517, 2.797)
H (0.465, -2.225, 2.055)
H (0.177, 1.320, 3.922)
H (-1.640, -1.096, 2.194)
H (-1.765, 0.222, 3.388)
H (-0.936, 1.814, 1.601)
H (-3.637, -0.835, 1.106)
H (-4.709, -0.293, -0.587)
H (-5.007, 0.755, 1.161)
H (-4.211, 4.360, -1.036)
H (-4.364, 1.760, -3.052)
H (-0.625, -0.521, -0.024)
H (0.561, 1.511, -0.524)
H (-0.392, 0.987, -1.917)
H (-2.195, 2.663, -0.956)
H (-0.937, 3.260, -1.988)
H (-0.173, 3.371, 0.878)
H (-1.652, 4.253, 0.543)
H (-0.242, 5.988, 0.048)
H (-0.065, 5.208, -1.517)
H (1.901, 3.858, -0.110)
H (1.880, 5.375, 0.787)
H (1.355, 3.480, -2.277)
H (2.280, 3.758, -3.783)
H (3.036, 2.947, -2.395)
C (3.663, -2.319, -3.008)
C (4.127, -2.757, -1.617)
C (3.427, -1.734, -0.732)
O (2.211, -1.396, -1.396)
C (2.222, -1.906, -2.728)
H (3.731, -3.106, -3.758)
H (4.248, -1.463, -3.355)
H (3.765, -3.762, -1.397)
H (5.208, -2.762, -1.487)
H (4.037, -0.831, -0.608)
H (3.186, -2.120, 0.259)
H (1.542, -2.763, -2.795)
H (1.853, -1.129, -3.398)
C (-4.346, -4.428, -2.891)
C (-5.780, -4.138, -2.443)
C (-5.641, -2.724, -1.884)
O (-4.620, -2.105, -2.657)
C (-3.915, -3.063, -3.425)
H (-4.267, -5.217, -3.638)
H (-3.734, -4.705, -2.030)
H (-6.454, -4.145, -3.302)
H (-6.157, -4.844, -1.704)
H (-5.340, -2.735, -0.831)
H (-6.548, -2.124, -1.969)
H (-4.178, -2.955, -4.486)
H (-2.845, -2.876, -3.316)
C (5.823, -7.935, -0.196)
C (4.390, -7.609, 0.227)
C (4.483, -6.110, 0.484)
O (5.467, -5.616, -0.426)
C (6.184, -6.699, -1.012)
H (5.911, -8.856, -0.771)
H (6.468, -8.014, 0.681)
H (3.697, -7.813, -0.592)
H (4.056, -8.162, 1.104)
H (4.802, -5.902, 1.511)
H (3.546, -5.581, 0.304)
H (5.877, -6.815, -2.058)
H (7.248, -6.461, -0.991)
C (-4.485, 8.243, -0.844)
C (-3.697, 7.993, -2.130)
C (-3.199, 6.567, -1.912)
O (-4.211, 5.921, -1.135)
C (-5.130, 6.881, -0.618)
H (-5.219, 9.043, -0.929)
H (-3.805, 8.484, -0.024)
H (-4.361, 8.038, -2.995)
H (-2.880, 8.697, -2.286)
H (-2.255, 6.564, -1.357)
H (-3.060, 6.009, -2.838)
H (-6.081, 6.800, -1.155)
H (-5.309, 6.654, 0.433)
C (4.255, -2.556, 6.773)
C (3.045, -1.677, 7.085)
C (2.411, -1.528, 5.707)
O (2.696, -2.752, 5.015)
C (3.675, -3.499, 5.724)
H (4.650, -3.086, 7.640)
H (5.058, -1.955, 6.342)
H (2.367, -2.195, 7.767)
H (3.307, -0.716, 7.525)
H (2.834, -0.688, 5.150)
H (1.330, -1.391, 5.735)
H (3.203, -4.368, 6.199)
H (4.420, -3.862, 5.013)

Results
Total charge ... -1
Electronic energy ... -87680.6066 eV
Gap between HOMO and LUMO ... 6.317 eV
Energy above the lowest of the compared OMol25 structures with the same formula, charge and spin ... 0.0 kJ/mol
Maximum force ... 2.4 eV/Å
HOMO ... -4.29 eV



(2)
Entry from the Open Molecules 2025 dataset: a cluster of 8 separate species, C32H66O26P2 in total at a distorted geometry (wB97M-V/def2-TZVPD).

Atoms and positions in Å:
C (-3.571, -5.142, 20.196)
O (-4.565, -4.867, 21.165)
C (-4.626, -3.702, 21.885)
O (-3.925, -2.747, 21.770)
O (-5.643, -3.778, 22.676)
C (-6.223, -2.618, 23.368)
H (-3.914, -5.991, 19.604)
H (-2.586, -5.262, 20.648)
H (-3.572, -4.343, 19.455)
H (-5.801, -1.702, 22.954)
H (-6.322, -2.610, 24.454)
H (-7.234, -2.559, 22.966)
C (-5.862, 1.904, 26.624)
O (-5.006, 2.155, 25.558)
C (-5.108, 1.479, 24.408)
O (-5.859, 0.568, 24.199)
O (-4.340, 2.023, 23.425)
C (-3.294, 2.990, 23.585)
H (-5.544, 1.094, 27.280)
H (-6.866, 1.621, 26.307)
H (-5.932, 2.738, 27.321)
H (-3.640, 3.827, 24.192)
H (-2.812, 3.277, 22.650)
H (-2.492, 2.569, 24.192)
C (-4.102, 0.298, 20.674)
O (-3.018, 1.132, 20.995)
C (-2.076, 1.519, 20.111)
O (-1.952, 1.102, 18.952)
O (-1.333, 2.519, 20.654)
C (-0.279, 3.155, 20.023)
H (-4.672, 0.963, 20.027)
H (-4.581, -0.123, 21.559)
H (-3.648, -0.538, 20.141)
H (0.481, 2.404, 19.806)
H (0.130, 3.743, 20.844)
H (-0.633, 3.635, 19.111)
C (-2.592, -0.979, 24.329)
O (-1.551, -0.435, 25.092)
C (-1.461, -0.595, 26.386)
O (-2.442, -0.921, 27.111)
O (-0.230, -0.411, 26.870)
C (0.101, -0.950, 28.184)
H (-3.516, -0.779, 24.872)
H (-2.452, -2.060, 24.334)
H (-2.598, -0.717, 23.271)
H (-0.615, -1.715, 28.485)
H (0.017, -0.139, 28.907)
H (1.139, -1.283, 28.204)
C (-1.761, 0.015, 15.975)
C (-3.006, 0.045, 15.063)
O (-3.061, 1.373, 14.743)
P (-2.930, 1.890, 13.185)
O (-1.523, 1.793, 12.694)
O (-3.513, 3.419, 13.257)
C (-3.145, 4.488, 12.405)
C (-1.751, 5.009, 12.735)
O (-4.179, 1.052, 12.487)
C (-5.479, 1.154, 13.105)
C (-6.282, -0.129, 12.751)
H (-1.699, 0.839, 16.686)
H (-1.822, -0.885, 16.587)
H (-0.781, -0.037, 15.500)
H (-2.622, -0.534, 14.224)
H (-3.846, -0.432, 15.568)
H (-3.256, 4.396, 11.325)
H (-3.870, 5.261, 12.661)
H (-1.697, 5.123, 13.817)
H (-0.968, 4.510, 12.164)
H (-1.736, 6.024, 12.339)
H (-5.376, 1.209, 14.189)
H (-5.897, 2.101, 12.765)
H (-6.124, -0.445, 11.720)
H (-5.902, -0.935, 13.380)
H (-7.335, -0.083, 13.026)
C (1.989, 3.313, 16.605)
C (0.918, 3.941, 15.692)
O (0.899, 5.426, 15.575)
P (1.972, 6.208, 14.611)
O (2.256, 5.686, 13.242)
O (1.275, 7.699, 14.598)
C (1.137, 8.409, 13.393)
C (0.506, 9.711, 13.785)
O (3.248, 6.352, 15.607)
C (4.512, 7.057, 15.230)
C (5.415, 6.081, 14.675)
H (2.975, 3.297, 16.140)
H (1.948, 3.574, 17.662)
H (1.685, 2.268, 16.559)
H (0.662, 3.624, 14.680)
H (-0.108, 3.753, 16.009)
H (2.058, 8.673, 12.872)
H (0.513, 7.925, 12.642)
H (1.017, 10.084, 14.673)
H (0.704, 10.432, 12.992)
H (-0.549, 9.545, 14.002)
H (4.304, 7.791, 14.451)
H (4.770, 7.560, 16.162)
H (6.412, 6.464, 14.461)
H (5.594, 5.252, 15.360)
H (4.906, 5.531, 13.883)
C (-8.521, 2.617, 18.565)
C (-7.885, 2.363, 19.945)
C (-8.800, 2.344, 21.184)
O (-8.469, 1.222, 21.825)
C (-7.848, 0.332, 20.949)
O (-7.560, -0.799, 21.195)
O (-7.445, 1.006, 19.854)
H (-9.251, 1.852, 18.304)
H (-7.691, 2.510, 17.867)
H (-8.915, 3.633, 18.581)
H (-6.961, 2.932, 20.047)
H (-9.820, 2.276, 20.806)
H (-8.845, 3.208, 21.847)
C (-0.726, -1.733, 21.323)
C (0.390, -2.867, 21.373)
C (0.498, -3.594, 22.725)
O (0.555, -4.877, 22.429)
C (-0.081, -5.060, 21.252)
O (-0.422, -6.127, 20.787)
O (-0.196, -3.887, 20.604)
H (-1.303, -1.697, 20.399)
H (-0.151, -0.808, 21.265)
H (-1.306, -1.606, 22.237)
H (1.376, -2.566, 21.018)
H (-0.353, -3.362, 23.365)
H (1.277, -3.198, 23.376)

Results
Total charge ... +1
Electronic energy ... -106058.0275 eV
Gap between HOMO and LUMO (spin up / spin down) ... 9.392 / 2.242 eV
⟨S²⟩ ... 0.76
2S+1 ... 2
Maximum force ... 5.5 eV/Å
HOMO (spin up / spin down) ... -11.85 / -11.85 eV



- Among the records above, which one has the lowest total charge?
  C32H66NO11P2S



- total charge of number 2 (C32H66O26P2)?
  +1



- What is the total charge in the second record?
  +1